No. 1
C4H3F2N | ωB97M-V/def2-TZVPD

Its SMILES is C=C(C#N)C(F)F. The HOMO energy is -11.04 eV. The calculation puts the total energy at -408.64217 Eh. As for the LUMO energy: -0.41 eV. For the energy above the lowest of the compared OMol25 structures with the same formula, charge and spin, the calculation gives 1.184 eV. As for the spin multiplicity: 1. As for the charge: 0.

Atoms and positions in Å:
1 C 1.253 0.051 -0.772
2 C 0.304 0.946 -0.486
3 C -0.850 1.082 -1.318
4 N -1.691 1.246 -2.063
5 C 0.136 1.523 0.900
6 F 1.082 1.302 1.912
7 F -1.034 1.053 1.479
8 H 1.980 -0.440 -0.058
9 H 1.355 -0.039 -1.848
10 H -0.143 2.653 0.871

Results of the Mulliken charge analysis, in e, for atoms 1 through 6: C -0.63; C 0.32; C 0.23; N -0.39; C 0.23; F -0.26

***

No. 2
C4H3F3 | ωB97M-V/def2-TZVPD

The HOMO energy is -8.90 eV. The calculation puts the total energy at -453.68086 Eh. As for the LUMO energy: -0.48 eV. For the energy above the lowest of the compared OMol25 structures with the same formula, charge and spin, the calculation gives 2.322 eV. As for the spin multiplicity: 1. As for the charge: 0.

Atoms and positions in Å:
1 C -0.114 0.153 -0.251
2 C -0.170 1.218 -1.233
3 C 0.229 -1.115 -0.580
4 C -0.154 0.576 1.211
5 F -0.148 0.822 -2.472
6 F 0.139 -1.607 -1.774
7 F 0.693 -1.992 0.295
8 H -1.155 0.932 1.569
9 H 0.559 1.358 1.432
10 H 0.121 -0.344 1.802

Results of the Mulliken charge analysis, in e, for atoms 1 through 6: C 0.56; C -0.40; C 0.42; C -0.93; F -0.09; F -0.18

***

No. 3
C4H3F3N3 | ωB97M-V/def2-TZVPD

Its SMILES is CN(C#N)[N+]#CC(F)(F)F. The HOMO energy is -16.03 eV. The calculation puts the total energy at -617.59982 Eh. As for the LUMO energy: -7.93 eV. For the energy above the lowest of the compared OMol25 structures with the same formula, charge and spin, the calculation gives 3.080 eV. As for the spin multiplicity: 1. As for the charge: +1.

Atoms and positions in Å:
1 C -2.366 0.115 0.664
2 N -1.151 0.099 -0.093
3 C -0.904 0.974 -1.144
4 N -0.086 1.342 -1.826
5 N 0.007 -0.351 0.193
6 C 1.089 -0.227 -0.265
7 C 2.536 -0.461 -0.074
8 F 3.233 0.609 0.267
9 F 2.474 -1.377 0.906
10 F 3.090 -1.089 -1.095
11 H -2.111 0.393 1.718
12 H -2.809 -0.866 0.646
13 H -3.001 0.839 0.104

Results of the Mulliken charge analysis, in e, for atoms 1 through 6: C -0.66; N 0.06; C 0.32; N -0.33; N 0.23; C 0.05

***

No. 4
C4H3FO2S | ωB97M-V/def2-TZVPD

Its SMILES is O=CC(F)(C=O)C=S. The HOMO energy is -9.44 eV. The calculation puts the total energy at -802.68353 Eh. As for the LUMO energy: -1.07 eV. For the energy above the lowest of the compared OMol25 structures with the same formula, charge and spin, the calculation gives 1.300 eV. As for the spin multiplicity: 1. As for the charge: 0.

Atoms and positions in Å:
1 O -0.839 2.282 -0.232
2 C -0.657 1.123 -0.517
3 C 0.144 0.174 0.355
4 F 0.471 0.761 1.507
5 C -0.808 -1.075 0.648
6 O -1.182 -1.754 -0.277
7 C 1.300 -0.248 -0.443
8 S 2.830 0.031 -0.018
9 H -1.203 0.659 -1.335
10 H -1.027 -1.267 1.710
11 H 0.971 -0.686 -1.398

Results of the Mulliken charge analysis, in e, for atoms 1 through 6: O -0.43; C -0.24; C 1.07; F -0.31; C -0.04; O -0.45

***

No. 5
C4H3FOS2 | ωB97M-V/def2-TZVPD

Its SMILES is F/C=C1/SCOC1=S. The HOMO energy is -8.52 eV. The calculation puts the total energy at -1125.59612 Eh. As for the LUMO energy: -0.46 eV. For the energy above the lowest of the compared OMol25 structures with the same formula, charge and spin, the calculation gives 1.406 eV. As for the spin multiplicity: 1. As for the charge: 0.

Atoms and positions in Å:
1 F 0.627 -0.474 -2.714
2 C 1.121 -0.782 -1.545
3 C 0.426 -0.475 -0.483
4 S 1.097 -0.496 1.081
5 C -0.437 0.192 1.884
6 O -1.158 0.887 0.668
7 C -0.782 0.458 -0.565
8 S -1.473 1.289 -1.935
9 H 1.957 -1.427 -1.451
10 H -0.145 1.091 2.454
11 H -1.231 -0.262 2.605

Results of the Mulliken charge analysis, in e, for atoms 1 through 6: F -0.17; C -0.20; C 0.44; S -0.14; C -0.24; O -0.34

***

No. 6
C4H3FeLiO6 | ωB97M-V/def2-TZVPD

The HOMO energy (spin up / spin down) is -8.19 / -6.94 eV. The calculation puts the total energy at -1876.81470 Eh. As for the LUMO energy (spin up / spin down): -0.69 / -0.69 eV. For the energy above the lowest of the compared OMol25 structures with the same formula, charge and spin, the calculation gives 0.000 eV. As for the spin multiplicity: 5. As for the charge: 0.

Atoms and positions in Å:
1 O -3.726 1.483 -0.244
2 C -2.768 0.660 -0.438
3 O -2.943 -0.291 -1.269
4 O -1.650 0.849 0.186
5 C -0.847 -0.259 0.637
6 O 1.386 -0.957 0.481
7 C 2.670 -0.761 0.097
8 C 0.527 0.138 0.656
9 O 3.121 0.399 -0.038
10 O 3.357 -1.802 -0.039
11 Fe -4.633 0.436 -1.541
12 Li 4.843 -0.556 -0.467
13 H -1.072 -1.200 0.122
14 H 0.812 0.980 0.007
15 H 0.923 0.881 1.852

Results of the Mulliken charge analysis, in e, for atoms 1 through 6: O -0.71; C 1.03; O -0.69; O -0.14; C -0.57; O -0.23

***

No. 7
C4H3FeO4 | ωB97M-V/def2-TZVPD

The HOMO energy (spin up / spin down) is -21.11 / -25.84 eV. The calculation puts the total energy at -1717.25659 Eh. As for the LUMO energy (spin up / spin down): -15.98 / -16.61 eV. For the energy above the lowest of the compared OMol25 structures with the same formula, charge and spin, the calculation gives 1.229 eV. As for the spin multiplicity: 7. As for the charge: +3.

Atoms and positions in Å:
1 C -1.033 0.225 2.091
2 C -0.975 -0.846 -0.823
3 O -0.892 -0.905 2.424
4 O -1.486 0.757 0.986
5 C -0.900 0.448 -0.262
6 H -1.177 -0.922 -1.892
7 H -1.255 -1.703 -0.209
8 H -1.034 1.316 -0.912
9 O 2.256 0.908 -0.110
10 Fe 4.036 1.347 0.169
11 C 1.353 0.223 -0.479
12 O 1.106 -0.849 -0.983

Results of the Mulliken charge analysis, in e, for atoms 1 through 6: C 0.73; C -0.15; O -0.02; O -0.09; C -0.14; H 0.32

***

No. 8
C4H3GaO2 | ωB97M-V/def2-TZVPD

The HOMO energy (spin up / spin down) is -14.04 / -14.69 eV. The calculation puts the total energy at -2228.99029 Eh. As for the LUMO energy (spin up / spin down): -7.83 / -7.54 eV. For the energy above the lowest of the compared OMol25 structures with the same formula, charge and spin, the calculation gives 0.000 eV. As for the spin multiplicity: 2. As for the charge: +1.

Atoms and positions in Å:
1 O 1.487 -1.690 1.334
2 C 1.354 -0.666 0.474
3 C 0.158 0.049 0.472
4 C -0.358 0.404 -0.812
5 C -1.500 1.245 -0.932
6 O -2.217 1.682 -0.001
7 H -0.497 0.017 1.361
8 H -1.771 1.549 -1.969
9 Ga 0.885 -1.107 -1.479
10 H 2.458 -1.483 1.553

Results of the Mulliken charge analysis, in e, for atoms 1 through 6: O -0.33; C 0.23; C -0.37; C 0.14; C 0.07; O -0.38

***

No. 9
C4H3HgMgO | ωB97M-V/def2-TZVPD

The HOMO energy (spin up / spin down) is -1.71 / -3.96 eV. The calculation puts the total energy at -582.76999 Eh. As for the LUMO energy (spin up / spin down): 3.50 / 1.57 eV. For the energy above the lowest of the compared OMol25 structures with the same formula, charge and spin, the calculation gives 0.000 eV. As for the spin multiplicity: 3. As for the charge: -1.

Atoms and positions in Å:
1 H 1.900 -0.129 1.230
2 O 1.097 1.602 0.379
3 C 1.324 0.216 0.342
4 C 0.021 -0.581 0.263
5 H 1.974 -0.026 -0.533
6 H 0.211 -1.663 0.374
7 Mg -0.826 1.602 0.393
8 Hg -2.534 -0.919 0.484
9 C -2.108 0.256 -1.634
10 C -1.059 -0.357 -1.298

Results of the Mulliken charge analysis, in e, for atoms 1 through 6: H 0.27; O -0.77; C -0.07; C -0.78; H 0.23; H 0.32

***

No. 10
C4H3HgO2 | ωB97M-V/def2-TZVPD

The HOMO energy (spin up / spin down) is -14.24 / -12.83 eV. The calculation puts the total energy at -457.53176 Eh. As for the LUMO energy (spin up / spin down): -6.38 / -6.99 eV. For the energy above the lowest of the compared OMol25 structures with the same formula, charge and spin, the calculation gives 0.344 eV. As for the spin multiplicity: 1. As for the charge: +1.

Atoms and positions in Å:
1 O -0.682 -0.420 2.076
2 C 0.264 0.021 1.487
3 C 1.137 0.462 0.632
4 C 0.529 0.885 -0.668
5 C -0.276 0.144 -1.461
6 H 2.203 0.511 0.858
7 H -1.555 -0.810 -1.742
8 H 0.909 1.826 -1.075
9 Hg -1.603 -1.627 0.768
10 O -0.924 -0.992 -0.874

Results of the Mulliken charge analysis, in e, for atoms 1 through 6: O -0.50; C 0.61; C -0.43; C -0.31; C 0.07; H 0.38

***

Question: Which value of total energy does entry 6 give?
Answer: -1876.81470 Eh